[1]
Computed, not measured: a structure of composition C33H54F9O21Y at a distorted geometry, with wB97M-V/def2-TZVPD.

Positions of all 118 atoms, in Å:
Y  -3.1899  0.3127  1.6615
C  -1.6002  2.4534  3.9610
O  -0.3371  1.7406  4.1182
O  -2.2008  2.0063  2.8927
C  -2.3786  2.1351  5.2201
F  -1.8352  2.6683  6.3179
F  -3.6352  2.6689  5.1312
F  -2.5378  0.8239  5.3975
C  0.7415  2.5217  4.6253
C  1.9700  1.6292  4.7167
H  1.6658  0.5867  4.6226
H  2.7103  1.8463  3.9419
H  2.5233  1.7438  5.6494
H  0.5124  2.8966  5.6258
H  0.9345  3.3622  3.9457
H  -1.3228  3.5157  3.8872
C  -0.4193  -0.5162  0.6961
O  -1.0538  0.7289  0.3831
O  -1.4137  -1.1751  1.3433
C  0.3313  -1.1064  -0.4788
F  -0.3501  -0.9988  -1.6415
F  1.4874  -0.4367  -0.6373
F  0.6352  -2.3892  -0.3300
C  -0.4871  1.7646  -0.3722
C  0.3516  2.7894  0.3999
H  -0.1384  2.9867  1.3563
H  1.3818  2.4556  0.4998
H  0.3302  3.7124  -0.1781
H  -1.2749  2.2976  -0.9096
H  0.1548  1.4249  -1.1923
H  0.3400  -0.2958  1.4673
C  -4.7124  1.7387  -0.5169
O  -3.9073  0.6181  -0.8925
O  -4.7013  1.8012  0.8186
C  -4.3538  3.0309  -1.2239
F  -5.3899  3.8767  -1.1561
F  -3.3071  3.6593  -0.6256
F  -4.0258  2.8243  -2.4797
C  -4.3148  -0.0768  -2.0785
C  -3.4323  -1.3065  -2.2234
H  -2.4264  -1.1320  -1.8485
H  -3.8104  -2.1221  -1.6006
H  -3.3690  -1.6475  -3.2539
H  -4.1560  0.5431  -2.9573
H  -5.3424  -0.4203  -1.9540
H  -5.7517  1.5348  -0.8516
O  2.0085  -3.1493  4.7392
C  2.0189  -3.9900  3.8788
O  1.6862  -5.2568  4.0917
C  1.3437  -5.5842  5.4589
C  1.1762  -7.0776  5.5359
C  2.1286  -3.6665  2.4218
H  0.4363  -5.0076  5.6668
H  2.0867  -5.1717  6.1398
H  1.0733  -7.3568  6.5935
H  2.0670  -7.5636  5.1469
H  0.2461  -7.4632  5.1229
H  2.5542  -4.4674  1.8206
H  2.7290  -2.7727  2.2752
H  1.1158  -3.4577  2.0748
O  1.0947  1.0857  -5.1095
C  1.2069  0.9737  -3.9310
O  0.2875  1.4094  -3.0457
C  -0.9755  1.8577  -3.5758
C  -1.1149  3.3558  -3.3660
C  2.3351  0.2553  -3.2402
H  -1.6630  1.3558  -2.8838
H  -1.2446  1.6360  -4.6028
H  -0.3857  3.8815  -3.9945
H  -0.8795  3.6544  -2.3418
H  -2.0710  3.7946  -3.6427
H  1.9047  -0.3280  -2.4221
H  3.0573  0.9584  -2.8267
H  2.8506  -0.4267  -3.9073
O  4.7056  -6.4536  -4.0532
C  3.7065  -5.7860  -4.1356
O  3.4257  -4.7545  -3.3231
C  4.2167  -4.5927  -2.1537
C  3.5415  -3.6384  -1.1997
C  2.6732  -5.9609  -5.2129
H  5.2205  -4.2683  -2.4311
H  4.3479  -5.5423  -1.6231
H  3.5517  -2.6255  -1.6216
H  4.0011  -3.7125  -0.2187
H  2.4642  -3.7656  -1.0790
H  2.4304  -7.0047  -5.3759
H  3.0625  -5.5088  -6.1247
H  1.7550  -5.4368  -4.9479
C  4.3434  4.5569  -1.0104
C  3.8334  3.1447  -1.3323
O  2.6007  3.3948  -2.0061
C  2.4728  4.7003  -2.3086
O  1.5782  5.1808  -2.9160
O  3.5346  5.3943  -1.8292
H  5.3871  4.7307  -1.2552
H  4.2064  4.7688  0.0541
H  3.6525  2.4858  -0.4867
H  4.5353  2.6183  -1.9878
C  -3.8332  -4.7312  -0.3739
C  -2.3554  -4.3564  -0.0665
O  -1.6101  -5.2041  -0.9710
C  -2.4364  -5.7373  -1.8959
O  -2.1209  -6.2461  -2.9084
O  -3.7428  -5.5904  -1.5008
H  -4.4412  -3.8688  -0.6292
H  -4.2325  -5.2707  0.4842
H  -2.0502  -4.5696  0.9533
H  -2.0680  -3.3382  -0.3309
C  -2.2057  7.0109  0.5545
C  -1.1552  5.8854  0.6747
O  0.0177  6.4811  0.1301
C  -0.1352  7.8230  0.0396
O  0.7093  8.5881  -0.2239
O  -1.4146  8.1799  0.3204
H  -2.7388  7.1685  1.4890
H  -2.9024  6.7749  -0.2481
H  -1.4465  5.0453  0.0471
H  -1.0526  5.4776  1.6809

## Properties
2S+1   1
Highest occupied orbital energy   -9.9 eV
Frontier orbital gap   7.912 eV
LUMO level   -2.01 eV
DFT total energy   -103597.47322 eV

---

[2]
Computed, not measured: a cluster of 2 separate species, C3H7Br in total at a distorted geometry, with wB97M-V/def2-TZVPD.

Positions of all 11 atoms, in Å:
C  1.4313  0.2800  -0.2348
C  0.2748  0.3947  0.7199
C  -1.4335  -0.6877  -0.2977
Br  -3.0059  0.2221  0.0843
H  1.2418  0.9065  -1.1654
H  1.7651  -0.7282  -0.5949
H  2.2785  0.6831  0.3626
H  0.4533  -0.0912  1.6136
H  -0.3027  1.2680  0.7430
H  -1.5107  -1.6511  0.1100
H  -1.1921  -0.5963  -1.3407

## Properties
2S+1   1
Highest occupied orbital energy   -8.5 eV
Frontier orbital gap   9.514 eV
Energy relative to the best compared isomer or geometry (same formula, charge and spin)   48.4 kcal per mole
LUMO level   1.01 eV
DFT total energy   -73264.27853 eV

---

[3]
Computed, not measured: an isolated molecule of C3H5BrS at a distorted geometry, with wB97M-V/def2-TZVPD.

Positions of all 10 atoms, in Å:
C  0.9255  0.9021  -2.2572
C  -0.0406  0.4239  -0.9826
C  -0.7023  -1.1322  1.1155
S  0.7215  -0.4185  0.3268
Br  -1.8192  1.0541  -0.9319
H  0.2005  1.2330  -3.1225
H  1.9284  0.8310  -2.4089
H  -0.3730  -1.6702  2.0073
H  -1.4674  -1.5540  0.4059
H  -1.2210  -0.3694  1.6778

## Properties
2S+1   1
Highest occupied orbital energy (alpha / beta)   -8.0 / -7.6 eV
Frontier orbital gap (alpha / beta)   8.101 / 7.742 eV
Energy relative to the best compared isomer or geometry (same formula, charge and spin)   69.5 kcal per mole
SMILES string   C=C(Br)SC
LUMO level (alpha / beta)   0.06 / 0.10 eV
DFT total energy   -84066.26356 eV

---

[4]
Computed, not measured: a structure of composition C3H2HgLiO3 at a distorted geometry, with wB97M-V/def2-TZVPD.

Positions of all 10 atoms, in Å:
C  -1.1222  1.3775  1.0898
C  -2.1612  1.5896  0.2362
O  -3.0087  1.6842  -0.5246
H  -0.4228  2.2184  1.1556
H  -1.4220  0.9768  2.0644
O  -0.0925  -0.6905  -0.6783
C  0.2683  -0.2377  0.3597
O  1.0506  -0.3846  1.2415
Hg  2.2061  -0.1284  2.9561
Li  -0.1411  -2.2610  -1.8105

## Properties
2S+1   2
Highest occupied orbital energy (alpha / beta)   -17.7 / -18.2 eV
Frontier orbital gap (alpha / beta)   9.233 / 7.511 eV
Energy relative to the best compared isomer or geometry (same formula, charge and spin)   0.0 kcal per mole
LUMO level (alpha / beta)   -8.45 / -10.64 eV
DFT total energy   -13646.82683 eV
Charge   +2
⟨S²⟩   0.751